# 1
{"formula": "C3H14NO4", "method": "ωB97M-V/def2-TZVPD", "homo_lumo_gap_ha": [0.3308, 0.1874], "max_force_ev_per_a": 1.03, "total_charge": 2, "e_homo_ev": [-18.91, -18.91], "s2": 0.7573, "energy_ha": -477.6723, "multiplicity": 2, "elements": ["O", "C", "C", "N", "C", "H", "H", "H", "H", "H", "H", "H", "H", "H", "H", "O", "H", "H", "O", "H", "H", "O"], "positions_angstrom": [[-0.723232, 0.587032, 2.013251], [-1.225161, 1.225506, 1.140302], [-1.110927, 0.727500, -0.303399], [-0.348561, -0.536447, -0.457919], [-0.385121, -0.959472, -1.903070], [-1.862641, 2.108712, 1.374146], [-2.118404, 0.613693, -0.711256], [-0.590235, 1.535571, -0.825339], [0.631676, -0.422346, -0.182382], [-0.732604, -1.272285, 0.169600], [-0.377096, -0.083071, -2.541905], [-1.313193, -1.499834, -2.090585], [0.457692, -1.620998, -2.075325], [0.748649, 3.697113, -1.150556], [0.973293, 3.520408, 0.358011], [0.415831, 3.223972, -0.373220], [0.457336, -3.422065, 0.685693], [-0.409595, -3.141314, 1.899868], [-0.192685, -2.790392, 1.022587], [2.952666, -1.258721, 0.177741], [3.240946, -1.194069, -1.332524], [2.647209, -0.859393, -0.644170]], "forces_ev_per_angstrom": [[0.069, 0.340, 0.175], [-0.292, -0.600, -0.111], [0.319, -0.323, -0.493], [-0.774, 0.628, 0.254], [-0.471, -0.533, -0.062], [0.158, 0.196, -0.056], [-0.153, 0.043, 0.208], [0.043, 0.315, 0.137], [0.504, 0.003, -0.182], [0.438, -0.438, -0.314], [0.355, 0.089, -0.011], [0.033, 0.010, 0.150], [0.075, 0.162, -0.059], [-0.094, 0.039, 0.159], [0.074, 0.161, -0.168], [0.083, -0.146, 0.112], [-0.086, 0.022, -0.120], [-0.125, 0.091, -0.148], [0.105, -0.091, 0.342], [0.303, -0.002, -0.049], [-0.069, 0.147, 0.145], [-0.495, -0.115, 0.093]]}



# 2
{"formula": "C3H14O4", "method": "ωB97M-V/def2-TZVPD", "homo_lumo_gap_ha": 0.3528, "max_force_ev_per_a": 2.25, "e_homo_ev": -9.40, "energy_ha": -423.6007, "elements": ["C", "C", "C", "H", "H", "H", "H", "H", "H", "H", "H", "O", "H", "H", "O", "H", "H", "O", "H", "H", "O"], "positions_angstrom": [[-1.510907, 0.896136, 1.372769], [-0.327307, 1.793356, 1.117846], [0.775593, 1.805674, 1.852448], [-2.070774, 1.227286, 2.245503], [-2.115994, 0.812828, 0.475448], [-1.152218, -0.079778, 1.715709], [-0.495623, 2.534063, 0.344298], [1.529012, 2.554424, 1.645211], [1.001496, 1.033078, 2.566087], [-1.360991, 1.423853, -3.299504], [-2.291695, 0.068857, -2.889607], [-1.658640, 0.753592, -2.689261], [2.001437, -0.673151, -0.549333], [2.959874, 0.563751, -0.429016], [2.875889, -0.381527, -0.287689], [0.012663, -1.238462, -1.997336], [0.056353, -2.899582, -1.966525], [0.393424, -2.056677, -1.672390], [0.832272, -2.070630, 0.715997], [0.285438, -3.383794, 0.532707], [0.260695, -2.683297, 1.196628]], "forces_ev_per_angstrom": [[0.914, -0.498, 0.362], [-0.701, 0.091, 0.485], [0.190, 0.168, -0.878], [-0.389, 0.463, -0.272], [-0.265, -0.163, 0.168], [-0.079, -0.175, -0.450], [0.236, 0.190, 0.024], [0.166, -0.069, 0.137], [-0.055, -0.050, 0.357], [-0.745, -0.483, -0.845], [-0.167, 0.508, -1.141], [0.978, -0.137, 2.027], [-0.164, 0.269, -0.277], [-0.391, 0.004, -0.043], [0.545, -0.330, 0.241], [-0.735, -0.519, -0.547], [-0.638, 0.464, -0.620], [1.360, 0.296, 1.011], [-0.091, 0.406, 0.427], [-0.378, -0.284, 0.368], [0.409, -0.151, -0.533]]}



# 3
{"formula": "C3H14O4", "method": "ωB97M-V/def2-TZVPD", "homo_lumo_gap_ha": 0.3859, "max_force_ev_per_a": 6.22, "e_homo_ev": -10.10, "energy_ha": -423.5838, "elements": ["C", "C", "C", "O", "H", "H", "H", "H", "H", "H", "H", "H", "H", "H", "O", "H", "H", "O", "H", "H", "O"], "positions_angstrom": [[1.725807, -1.998338, 0.595230], [1.422750, -0.588346, 0.332468], [-0.073473, -0.352280, 0.104952], [2.099387, -0.166529, -0.871561], [1.676835, -2.653506, -0.254188], [1.051043, -2.335881, 1.394542], [2.579701, -2.271947, 1.058063], [1.813267, 0.023830, 1.041624], [-0.066511, 0.718304, -0.298242], [-0.533334, -0.054752, 1.079195], [-0.608608, -0.897358, -0.586103], [2.037379, 0.796106, -0.886336], [-1.948450, -2.080102, 0.582235], [-2.991531, -2.124594, 1.689145], [-2.373108, -1.574850, 1.284735], [-1.968570, 2.447923, -0.489781], [-2.875673, 1.348650, -1.098428], [-2.397239, 1.643001, -0.384301], [-0.221665, 3.124188, -1.773838], [1.243857, 3.248540, -1.127664], [0.408132, 3.747938, -1.391741]], "forces_ev_per_angstrom": [[-2.399, -1.091, 0.422], [-1.389, -0.983, -3.569], [1.994, 5.282, 2.607], [0.560, -0.149, -0.301], [-0.570, -0.109, -0.628], [-0.586, -0.123, -0.524], [3.641, 0.025, 1.169], [0.600, 1.702, 2.743], [-0.187, -1.267, -0.045], [-0.258, -1.315, -0.780], [-0.971, -1.658, -1.106], [0.037, -0.253, -0.142], [-0.139, 0.006, 0.223], [-1.617, -1.551, 0.959], [1.453, 1.326, -0.987], [0.794, 2.203, -0.760], [-1.484, -0.455, -2.685], [0.529, -1.555, 3.462], [0.500, -0.177, 0.027], [-1.967, 0.829, -0.700], [1.460, -0.685, 0.615]]}



# 4
{"formula": "C3H14O4", "method": "ωB97M-V/def2-TZVPD", "homo_lumo_gap_ha": 0.3265, "max_force_ev_per_a": 1.88, "e_homo_ev": -8.91, "energy_ha": -423.5179, "elements": ["C", "O", "C", "C", "H", "H", "H", "H", "H", "H", "H", "H", "H", "H", "O", "H", "H", "O", "H", "H", "O"], "positions_angstrom": [[1.249220, -0.490730, 0.270114], [-0.175885, 0.984781, -2.386783], [0.990235, 0.786922, 0.743811], [2.653498, 0.425185, 0.396432], [1.240865, -1.313647, 0.967610], [0.937745, -0.736206, -0.740234], [-0.643108, 1.214377, -3.192756], [0.917972, 1.048991, 1.787417], [0.453577, 1.459850, 0.075152], [3.212265, -0.035254, -0.403285], [3.140272, 0.205419, 1.343971], [2.807528, 1.505615, 0.308900], [-1.530270, -1.976673, -1.350953], [-1.396925, -0.730994, -0.331786], [-1.203843, -1.730151, -0.485516], [-1.219084, 0.075118, 1.587785], [-1.091563, -1.423144, 1.578112], [-1.088725, -0.675334, 2.189456], [-0.841206, 1.089488, -1.654399], [-2.484517, 1.028263, 0.071617], [-1.610865, 0.744558, -0.221024]], "forces_ev_per_angstrom": [[-0.935, 0.038, 0.233], [0.221, 0.174, 0.017], [-1.728, 0.151, -0.716], [1.455, 0.061, 1.190], [0.564, -0.016, 0.126], [0.357, 0.246, -0.055], [0.039, 0.007, -0.039], [0.384, -0.331, 0.214], [0.645, 0.141, -0.158], [-0.179, 0.097, -0.564], [-0.160, -0.354, -0.069], [-0.406, 0.037, -0.567], [-0.095, 0.167, -0.058], [-0.474, -0.116, -0.672], [0.463, -0.225, 0.548], [-0.425, 0.009, -0.322], [-0.273, -0.088, -0.003], [0.381, -0.075, 0.447], [-0.178, -0.304, 0.100], [0.151, -0.043, -0.208], [0.193, 0.423, 0.554]]}



# 5
{"formula": "C3H14O4", "method": "ωB97M-V/def2-TZVPD", "homo_lumo_gap_ha": 0.3849, "max_force_ev_per_a": 2.96, "e_homo_ev": -10.22, "energy_ha": -423.5896, "elements": ["C", "C", "C", "H", "H", "H", "H", "H", "H", "H", "H", "O", "H", "H", "O", "H", "H", "O", "H", "H", "O"], "positions_angstrom": [[1.551328, -1.494901, -0.607263], [0.718402, -1.346825, -1.865326], [0.184073, -0.240354, -2.346243], [1.446002, -0.608218, -0.104547], [1.067157, -2.174852, 0.002959], [2.640079, -1.466190, -0.756098], [0.749760, -2.105125, -2.671990], [0.000206, -0.241089, -3.465283], [-0.027332, 0.761580, -1.826819], [-1.768383, -1.995785, -1.107913], [-2.784149, -1.105155, -0.625908], [-2.303964, -1.882468, -0.305661], [0.996652, 0.838278, 1.958906], [0.947129, -0.531382, 2.659670], [0.770962, 0.429399, 2.817489], [-1.213208, 2.000538, 0.793027], [-2.231255, 1.468095, 1.715450], [-2.155605, 1.763062, 0.838356], [1.605984, 2.935308, 0.918074], [1.019102, 1.962354, -0.198264], [1.542286, 2.034273, 0.602531]], "forces_ev_per_angstrom": [[-0.382, 0.665, -2.211], [1.582, -0.241, -1.101], [-0.781, 1.987, -1.220], [-0.557, 2.527, 1.434], [0.058, -2.134, 1.382], [-0.407, -1.191, -0.249], [0.289, -0.095, 0.932], [-0.449, 0.149, 1.575], [0.594, -1.687, -0.564], [0.270, -0.468, 0.425], [-0.296, 0.083, 0.703], [0.078, 0.435, -1.071], [0.012, -0.021, 0.452], [-0.301, 1.219, 0.334], [0.262, -1.209, -0.672], [-0.503, -0.112, -0.070], [-0.360, -0.793, 1.929], [0.907, 0.838, -1.821], [-0.205, 0.313, -0.287], [0.042, 0.492, -0.144], [0.147, -0.757, 0.242]]}



- Which formula does entry 2 have?
  C3H14O4